Formula: C36H72ClN6OP2SbZn
Source: the Open Molecules 2025 dataset
Level of theory: ωB97M-V with the def2-TZVPD basis set

Results
- 2S+1: 1
- E_LUMO: 0.551 eV
- Energy relative to the best compared isomer or geometry (same formula, charge and spin): 28.9 kJ/mol
- DFT total energy: -4981.24033 Eh

Structure (XYZ):
```
120
Properties=species:S:1:pos:R:3:lowdin_charge:R:1
Zn 0.035 -0.612 -1.131 0.622
C -3.816 -4.073 2.347 -0.115
N -3.452 -2.934 1.538 -0.310
C -4.228 -1.748 1.801 -0.114
P -1.861 -2.841 0.979 0.522
O -1.641 -1.537 0.327 -0.355
N -0.937 -3.122 2.341 -0.078
C 0.187 -3.925 2.780 -0.289
C -0.162 -4.613 4.108 -0.074
N -1.704 -4.117 -0.095 -0.287
C -1.405 -5.501 0.199 -0.112
C -2.656 -3.971 -1.182 -0.128
H -4.825 -4.400 2.083 0.087
H -3.805 -3.839 3.418 0.083
H -3.120 -4.887 2.161 0.059
H -5.280 -1.949 1.577 0.088
H -3.863 -0.947 1.161 0.069
H -4.157 -1.435 2.852 0.070
H -1.013 -2.265 2.879 0.049
H 0.421 -4.666 2.018 0.083
H 1.079 -3.300 2.906 0.095
H -1.238 -4.759 4.172 0.060
H 0.146 -4.008 4.957 0.067
H 0.321 -5.583 4.185 0.068
H -1.049 -5.621 1.216 0.057
H -0.634 -5.862 -0.490 0.091
H -2.296 -6.125 0.068 0.086
H -2.895 -2.918 -1.295 0.066
H -3.582 -4.519 -0.984 0.086
H -2.233 -4.341 -2.116 0.091
C 0.597 3.965 0.512 -0.117
C 1.762 3.794 -0.467 -0.576
C 2.966 3.322 0.351 -0.095
C 2.119 5.154 -1.064 -0.080
P 1.277 2.355 -1.682 0.884
N 0.617 1.230 -0.862 -0.327
C 0.110 3.113 -3.033 -0.589
C -0.967 3.890 -2.275 -0.102
C -0.621 1.964 -3.730 -0.103
C 0.749 4.016 -4.086 -0.078
C 2.919 1.816 -2.584 -0.575
C 2.489 0.984 -3.790 -0.106
C 3.637 0.852 -1.637 -0.103
C 3.884 2.896 -3.067 -0.077
H 0.963 4.364 1.458 0.074
H 0.127 2.999 0.697 0.040
H -0.152 4.655 0.137 0.067
H 3.098 3.971 1.219 0.087
H 3.885 3.361 -0.228 0.060
H 2.809 2.308 0.702 0.048
H 2.403 5.820 -0.246 0.089
H 1.280 5.610 -1.580 0.059
H 2.959 5.091 -1.750 0.063
H -1.305 3.303 -1.425 0.073
H -1.821 4.070 -2.929 0.085
H -0.611 4.858 -1.934 0.059
H -1.067 1.311 -2.981 0.059
H 0.016 1.366 -4.372 0.051
H -1.420 2.375 -4.349 0.088
H 1.357 4.797 -3.638 0.059
H -0.043 4.494 -4.666 0.088
H 1.363 3.446 -4.779 0.063
H 1.682 0.317 -3.500 0.041
H 3.324 0.372 -4.135 0.088
H 2.168 1.596 -4.628 0.072
H 2.905 0.208 -1.151 0.038
H 4.214 1.362 -0.873 0.063
H 4.316 0.217 -2.204 0.082
H 3.391 3.618 -3.712 0.062
H 4.678 2.416 -3.644 0.090
H 4.357 3.429 -2.246 0.059
Cl 2.258 -2.479 -2.785 0.776
C 1.332 -2.053 -4.191 -0.620
C 1.961 -2.027 -5.419 -0.127
C 1.263 -1.595 -6.533 -0.101
C -0.049 -1.174 -6.387 -0.094
C -0.665 -1.222 -5.154 -0.066
C -0.003 -1.678 -4.011 -0.359
C -0.666 -1.747 -2.707 -0.220
H 2.994 -2.331 -5.500 0.102
H 1.739 -1.584 -7.502 0.096
H -0.588 -0.805 -7.246 0.099
H -1.689 -0.898 -5.053 0.110
H -0.519 -2.736 -2.277 0.015
H -1.734 -1.583 -2.836 0.043
N 1.535 0.304 1.535 0.087
C 1.976 -0.945 1.279 -0.391
C 3.052 -1.521 1.990 -0.021
C 3.456 -2.797 1.683 -0.077
C 2.731 -3.520 0.736 -0.095
C 1.658 -2.904 0.129 -0.242
N 1.317 -1.640 0.341 0.059
H 2.145 0.873 2.101 0.086
H 1.112 0.785 0.697 -0.008
H 3.559 -0.932 2.742 0.109
H 4.318 -3.238 2.166 0.110
H 2.999 -4.530 0.475 0.104
H 1.042 -3.439 -0.576 0.072
C -2.304 -0.048 5.816 -0.196
C -1.175 -0.200 4.817 -0.436
Sb -1.393 0.894 2.893 1.429
C -0.403 2.733 3.607 -0.448
C -0.499 3.044 5.085 -0.195
C -3.399 1.720 3.304 -0.460
C -3.871 2.578 2.146 -0.212
H -2.086 -0.634 6.711 0.067
H -3.248 -0.401 5.400 0.054
H -2.436 0.987 6.118 0.052
H -1.052 -1.255 4.567 0.004
H -0.234 0.126 5.255 0.033
H -0.858 3.539 3.034 0.032
H 0.643 2.661 3.312 0.023
H -1.535 3.110 5.410 0.051
H -0.024 4.002 5.298 0.068
H 0.001 2.286 5.682 0.054
H -3.353 2.316 4.214 0.035
H -4.095 0.898 3.469 0.025
H -3.177 3.400 1.973 0.053
H -4.856 2.999 2.352 0.066
H -3.934 1.993 1.230 0.055
```